ORCA calculation (ωB97M-V/def2-TZVPD) on 2 unconnected molecules or ions with the total composition C4H12NO2P in a non-equilibrium geometry.

Values from the calculation:
structure (SMILES)	CC(C)=N.CP(O)O
energy relative to the best compared isomer or geometry (same formula, charge and spin)	142.1	kJ/mol
2S+1	1
HOMO-LUMO gap	9.4	eV
HOMO	-0.3131	hartree

Structure (XYZ):
```
20
Properties=species:S:1:pos:R:3:forces:R:3
C -1.416 -1.662 -0.283 3.544 1.049 3.172
C -2.190 0.722 -0.554 -1.819 1.389 -3.060
C 2.423 1.439 -0.324 -1.789 -0.138 -0.795
C -1.624 -0.291 0.328 -0.484 -0.994 -0.378
N -1.359 -0.116 1.554 0.484 0.023 0.664
O 2.289 -1.295 -0.794 1.626 -0.377 0.573
O 1.454 -0.533 1.400 1.605 -0.108 -1.940
P 1.373 -0.099 -0.226 -0.213 0.646 0.750
H -2.167 -2.073 -0.845 -1.816 -0.775 -1.369
H -1.119 -2.245 0.611 -0.557 -0.368 -0.624
H -0.434 -1.571 -0.796 -0.972 -0.240 -0.435
H -1.481 1.369 -1.177 -0.691 -1.264 0.832
H -3.050 0.344 -1.261 2.041 0.100 0.904
H -2.791 1.389 0.009 -0.208 1.092 0.933
H 2.860 1.351 -1.332 0.302 0.390 0.480
H 1.724 2.318 -0.307 0.488 -0.807 -0.207
H 3.071 1.574 0.500 1.233 -0.067 0.580
H -1.446 0.843 1.910 -0.444 -0.143 -0.576
H 0.801 -0.001 1.807 -1.467 0.484 1.225
H 3.082 -1.464 -0.221 -0.863 0.109 -0.728
```
Forces are in eV/Å.

***

ORCA calculation (ωB97M-V/def2-TZVPD) on a molecular structure, C22H31I3O8 in a non-equilibrium geometry.

Values from the calculation:
2S+1	1
HOMO-LUMO gap	8.1	eV
HOMO	-0.3408	hartree

Structure (XYZ):
```
64
Properties=species:S:1:pos:R:3:forces:R:3
C 4.344 -2.465 2.087 -0.466 0.610 -0.525
C 3.221 -2.614 0.996 1.590 -0.551 0.618
C 3.865 -3.293 -0.250 -0.195 0.765 0.233
C 3.150 -3.007 -1.598 0.377 -1.111 0.121
C 1.601 -3.034 -1.526 0.904 0.616 -0.940
C 0.939 -1.698 -1.203 -0.065 -0.711 0.363
C -0.378 -1.655 -0.986 -0.801 0.531 0.275
C -1.294 -2.827 -1.078 -0.182 -0.468 -0.958
I -1.526 -3.751 -3.025 0.269 0.678 0.511
C -1.988 -3.311 -0.048 -0.038 0.222 0.158
C -1.861 -2.666 1.335 -0.585 -0.909 0.093
I -3.337 -4.970 -0.274 0.622 0.735 0.556
C -1.001 -0.299 -0.611 1.806 -0.534 0.809
O -2.074 0.055 -0.969 -1.351 0.295 -0.255
C -0.111 0.572 0.285 -0.490 -0.030 0.195
C 1.182 0.557 0.037 0.652 -0.748 -0.312
I 2.633 1.680 1.092 -0.562 -0.448 -0.506
C 1.664 -0.370 -1.101 -0.598 0.269 1.247
O 2.523 0.012 -1.828 0.921 -0.078 -0.869
H 4.603 -3.425 2.556 -0.143 0.360 -0.039
H 5.251 -2.053 1.608 -0.321 -0.221 0.237
H 4.023 -1.708 2.824 0.180 -0.599 0.039
H 2.852 -1.592 0.817 -0.127 -0.493 -0.188
H 2.449 -3.274 1.425 -0.125 0.553 -0.317
H 4.900 -2.907 -0.320 -0.408 -0.208 -0.107
H 3.970 -4.370 -0.026 -0.233 0.336 -0.275
H 3.562 -2.092 -2.048 -0.497 -0.210 0.240
H 3.442 -3.823 -2.289 -0.106 0.397 0.229
H 1.257 -3.843 -0.857 0.012 0.553 -0.061
H 1.243 -3.330 -2.532 0.069 0.179 0.426
H -2.630 -3.110 1.988 0.292 0.369 -0.153
H -2.032 -1.580 1.288 0.172 -0.401 0.033
H -0.889 -2.912 1.796 -0.273 0.290 -0.305
H -0.523 1.184 1.094 -0.264 -0.151 -0.563
C 2.328 5.912 1.971 -0.026 0.275 0.065
C 3.466 5.075 2.517 -0.465 -0.171 -0.169
O 4.631 5.876 2.751 0.165 -0.078 0.154
C 4.614 6.596 3.876 -0.033 0.072 -0.160
O 3.730 6.616 4.694 0.113 -0.035 -0.035
O 5.744 7.307 3.928 -0.057 -0.122 0.019
C 5.828 8.187 5.049 0.129 0.223 0.215
H 2.651 6.467 1.089 0.003 -0.144 -0.056
H 1.480 5.280 1.703 0.048 -0.026 -0.012
H 1.994 6.644 2.706 -0.012 -0.110 0.062
H 3.752 4.325 1.778 0.294 0.205 0.025
H 3.174 4.543 3.424 0.074 0.178 0.090
H 5.648 7.656 5.983 -0.131 0.003 -0.070
H 5.118 9.007 4.934 -0.070 -0.092 0.087
H 6.835 8.596 5.067 0.004 -0.118 -0.202
C -4.764 -1.252 -2.571 -0.171 0.190 -0.188
C -5.610 -2.482 -2.318 0.573 0.096 0.047
O -7.008 -2.155 -2.321 -0.200 -0.175 -0.075
C -7.562 -2.016 -3.526 0.115 0.131 0.150
O -7.006 -2.150 -4.586 -0.114 -0.041 0.064
O -8.847 -1.681 -3.354 0.063 -0.094 -0.016
C -9.548 -1.423 -4.570 -0.242 0.067 -0.189
H -5.020 -0.459 -1.866 0.095 -0.097 0.100
H -3.704 -1.485 -2.470 -0.040 0.011 0.059
H -4.935 -0.858 -3.574 0.035 -0.114 -0.025
H -5.388 -2.879 -1.327 -0.326 0.050 0.003
H -5.396 -3.273 -3.038 -0.158 0.083 -0.088
H -9.442 -2.251 -5.269 0.133 0.066 0.003
H -9.190 -0.497 -5.019 0.071 -0.102 -0.078
H -10.600 -1.309 -4.320 0.092 -0.015 0.210
```
Forces are in eV/Å.

***

ORCA calculation (ωB97M-V/def2-TZVPD) on a molecular structure, CH5IN2O2S in a non-equilibrium geometry.

Values from the calculation:
energy relative to the best compared isomer or geometry (same formula, charge and spin)	151.8	kJ/mol
2S+1	1
HOMO-LUMO gap (alpha / beta)	8.3 / 8.3	eV
HOMO (alpha / beta)	-0.3361 / -0.3361	hartree

Structure (XYZ):
```
12
Properties=species:S:1:pos:R:3:forces:R:3
C -0.942 1.099 0.853 -2.933 0.926 1.184
N -1.201 0.353 -0.412 3.576 0.791 -0.358
N 1.144 -1.827 0.190 -2.756 3.978 0.571
O 0.182 -0.842 -2.312 -0.225 0.624 0.960
O 1.125 1.035 -0.862 -0.281 -1.671 -0.435
S 0.316 -0.160 -1.045 0.343 -0.271 0.581
I 2.693 -0.875 1.027 0.829 -0.360 0.331
H -0.461 2.084 0.640 0.103 -1.315 0.109
H -2.029 1.467 1.182 2.210 -1.117 -0.353
H -0.468 0.478 1.688 -0.525 1.011 -1.235
H -1.723 -0.467 -0.345 -1.478 -1.511 0.566
H 1.365 -2.345 -0.603 1.137 -1.085 -1.921
```
Forces are in eV/Å.

***

ORCA calculation (ωB97M-V/def2-TZVPD) on 6 unconnected molecules or ions with the total composition C15H27N9O3 in a non-equilibrium geometry.

Values from the calculation:
structure (SMILES)	c1cc[nH]c1.c1cc[nH]c1.c1cc[nH]c1.NC(N)=O.NC(N)=O.NC(N)=O
energy relative to the best compared isomer or geometry (same formula, charge and spin)	0.0	kJ/mol
2S+1	1
HOMO-LUMO gap	8.0	eV
HOMO	-0.2842	hartree

Structure (XYZ):
```
54
Properties=species:S:1:pos:R:3:forces:R:3
N 1.563 -0.182 -2.632 0.866 0.718 1.164
C 1.928 -1.360 -2.124 0.962 -1.140 1.338
C 2.935 -1.122 -1.186 -0.583 -1.797 -0.725
C 3.180 0.231 -1.120 -0.198 1.547 -0.870
C 2.278 0.794 -2.003 -0.036 1.286 -0.750
H 0.788 -0.005 -3.212 -0.799 0.179 -0.575
H 1.424 -2.281 -2.331 -0.113 -0.164 -0.337
H 3.471 -1.876 -0.663 0.224 -0.544 0.329
H 4.018 0.745 -0.669 -0.320 -0.034 0.273
H 2.067 1.813 -2.315 0.328 -0.180 0.322
N 1.297 -1.625 3.991 -0.414 -0.409 -0.099
C 2.462 -2.097 3.434 0.443 0.524 0.401
C 3.203 -0.994 3.082 1.559 -0.617 -0.928
C 2.492 0.192 3.338 -1.506 -1.600 0.791
C 1.288 -0.262 3.894 1.068 -0.002 0.037
H 0.524 -2.180 4.403 1.022 0.755 -0.602
H 2.829 -3.110 3.446 -0.526 -0.118 0.038
H 4.227 -1.083 2.681 -0.756 0.177 0.195
H 2.833 1.190 3.197 0.022 0.495 0.007
H 0.474 0.235 4.330 -0.918 0.811 0.274
N -1.440 -0.913 -2.656 -0.169 1.460 1.753
C -1.518 -1.124 -3.959 -0.540 -1.614 -2.661
C -1.824 -2.469 -4.112 0.945 -1.309 -1.846
C -1.814 -3.097 -2.847 0.048 1.415 -0.313
C -1.634 -2.061 -1.948 -0.026 -0.649 -1.353
H -1.370 0.032 -2.287 0.190 -0.306 0.371
H -1.317 -0.441 -4.801 -0.227 0.003 1.116
H -1.849 -3.058 -5.070 -0.054 1.002 1.029
H -1.823 -4.150 -2.690 -0.394 -0.368 0.361
H -1.799 -2.070 -0.924 0.041 0.223 1.658
C -1.202 2.739 -2.621 -0.628 2.500 -0.401
O -0.515 1.751 -2.554 0.199 -0.485 -0.252
N -2.236 3.058 -1.803 -0.322 -0.024 0.126
N -1.048 3.761 -3.579 1.018 0.466 -0.423
H -2.547 4.014 -1.731 -0.011 -0.346 -0.053
H -2.590 2.395 -1.150 0.053 -0.480 0.498
H -0.110 4.080 -3.836 -0.394 -0.861 0.141
H -1.668 4.568 -3.591 -0.017 -0.655 0.330
C -0.259 0.430 0.790 -1.663 1.184 0.598
O -1.493 0.572 0.511 1.708 -0.135 0.025
N 0.479 1.530 1.149 -1.737 0.426 -0.424
N 0.267 -0.809 0.864 -0.077 0.002 -0.313
H -0.049 2.376 1.413 0.512 -1.076 -0.482
H 1.398 1.465 1.491 0.988 -0.373 0.308
H -0.263 -1.460 0.301 0.405 -0.138 0.168
H 1.233 -1.025 1.085 -0.118 0.304 -0.218
C -2.313 0.277 3.875 0.521 0.674 2.822
O -2.195 0.099 5.104 -0.298 -0.630 -1.451
N -2.084 1.482 3.362 0.360 1.921 -1.712
N -2.719 -0.621 2.954 -0.905 -3.190 1.489
H -2.161 1.602 2.358 -0.015 -0.064 0.162
H -1.755 2.271 3.891 -0.094 -0.453 0.360
H -2.801 -1.564 3.389 -0.010 1.181 -0.561
H -2.258 -0.666 2.080 0.388 0.508 -1.134
```
Forces are in eV/Å.